*i*
Molecular formula: C5H18NO5
Method: DFT, wB97M-V/def2-TZVPD

Positions of all 29 atoms, in Å:
O1 -2.20671 -0.20965 3.00933
O2 -1.81520 -2.34815 -0.74020
O3 -1.91834 1.80960 0.80713
O4 1.56021 2.77817 1.41945
O5 -0.68245 -0.05234 1.03582
N1 1.83770 0.14709 0.15835
C1 -0.68371 1.16418 -1.05075
C2 1.44603 -0.48515 -1.16684
C3 0.15306 0.05841 -1.79795
C4 -1.08022 0.86156 0.36727
C5 1.35441 -1.97588 -0.82643
H1 -2.85554 -0.63659 2.44973
H2 -0.55306 -0.76717 -1.83504
H3 -1.55980 1.22873 -1.69619
H4 0.39728 0.50287 -2.75454
H5 -1.94357 1.78124 1.77948
H6 2.35672 -2.40959 -0.79129
H7 -1.60249 -0.82570 3.41966
H8 0.73179 -2.54981 -1.50991
H9 -2.47605 -1.64833 -0.76389
H10 0.90392 3.46188 1.55473
H11 0.93101 -2.28326 0.13538
H12 -2.32592 -3.13673 -0.95931
H13 -0.07131 2.06688 -1.09000
H14 1.22891 -0.34070 0.83167
H15 2.18068 -0.30523 -1.94952
H16 1.50083 1.10369 0.32920
H17 2.42680 2.98667 1.07241
H18 2.76505 0.02333 0.56225

The HOMO-LUMO gap comes out at 10.5 eV. Its net charge is +1. For the LUMO energy, the calculation gives -0.10942 Ha. For the HOMO energy, the calculation gives -13.46 eV.

=====

*ii*
Molecular formula: C5H18NO5
Method: DFT, wB97M-V/def2-TZVPD

Positions of all 29 atoms, in Å:
O1 -2.10570 0.61803 -1.79370
O2 2.96880 -0.63732 1.85037
O3 -3.30196 -1.22036 -0.20421
O4 -1.73316 0.19513 1.93426
O5 0.59259 -2.95206 -0.79139
N1 0.43566 0.05514 -0.93273
C1 0.11569 0.46888 0.48962
C2 0.81521 1.81764 0.62064
C3 1.68816 0.84132 -1.36651
C4 2.14632 1.62392 -0.13971
C5 -1.33878 0.74347 0.94278
H1 -2.61830 -0.21102 -1.68928
H2 2.68206 1.00746 0.57704
H3 -2.46419 0.95715 -2.62182
H4 -4.22162 -1.09978 0.08577
H5 -0.42803 0.11181 -1.52093
H6 -2.91571 -2.05018 0.08713
H7 1.41051 1.54120 -2.14653
H8 0.49833 -0.26989 1.18656
H9 0.71406 -0.92083 -0.86554
H10 0.43241 -3.55572 -1.52470
H11 0.61014 -3.49566 -0.00161
H12 0.99308 2.21061 1.61914
H13 3.11384 -1.58994 1.78723
H14 3.69266 -0.27506 2.37393
H15 -1.94312 1.47324 0.39420
H16 2.60865 2.53877 -0.49405
H17 2.32266 0.05049 -1.75787
H18 0.17630 2.58681 0.17124

The HOMO-LUMO gap comes out at 10.3 eV. Its net charge is +1. For the LUMO energy, the calculation gives -0.10249 Ha. For the HOMO energy, the calculation gives -13.07 eV.

=====

Quick one: most stable of them? *ii*

=====

*i*
Molecular formula: C3H3NO4
Method: DFT, wB97M-V/def2-TZVPD

Positions of all 11 atoms, in Å:
O1 -2.63823 -0.25776 -0.06481
O2 1.70094 1.30247 -0.04826
O3 1.62840 -1.60117 -0.38449
O4 -0.71748 0.90553 -0.33172
N1 -0.58698 -1.31865 0.04481
C1 0.57452 -0.79417 -0.14273
C2 -1.32414 -0.21431 -0.15399
C3 0.58266 0.52237 -0.17828
H1 -2.96524 0.61535 -0.02390
H2 1.18323 2.20961 0.21097
H3 2.56232 -1.36927 1.07239

The HOMO-LUMO gap comes out at 6.4 eV. Its net charge is 0. For the LUMO energy, the calculation gives -0.05280 Ha. For the HOMO energy, the calculation gives -7.87 eV.

=====

*ii*
Molecular formula: C3H3NO4
Method: DFT, wB97M-V/def2-TZVPD

Positions of all 11 atoms, in Å:
O1 0.77999 0.05200 2.43587
O2 0.62753 1.41730 -1.93530
O3 0.92003 0.64979 0.25469
O4 -1.08451 -1.07944 -1.85848
N1 -0.04925 0.89043 -0.66488
C1 -0.88292 -0.42255 -0.74590
C2 0.27309 -0.19610 1.22216
C3 -0.94396 -0.85306 0.77450
H1 0.38042 0.58584 -2.89395
H2 -1.77460 -1.45290 1.38013
H3 1.75417 0.40869 2.03116

The HOMO-LUMO gap comes out at 9.6 eV. Its net charge is 0. For the LUMO energy, the calculation gives 0.00166 Ha. For the HOMO energy, the calculation gives -9.60 eV.

=====

*iii*
Molecular formula: C3H3NO4
Method: DFT, wB97M-V/def2-TZVPD

Positions of all 11 atoms, in Å:
O1 -1.42235 -0.79401 -0.98252
O2 0.85355 2.08776 -0.58274
O3 1.20632 -0.83781 1.01231
O4 1.94109 -0.61573 -1.07482
N1 -1.80975 -0.00669 0.19894
C1 -0.90046 0.79466 0.43790
C2 0.55539 1.02303 0.07592
C3 1.41946 -0.17756 -0.04150
H1 1.68401 -1.72276 1.07254
H2 -2.24778 -1.40675 -1.14728
H3 -1.27948 1.65586 1.03124

The HOMO-LUMO gap comes out at 9.3 eV. Its net charge is 0. For the LUMO energy, the calculation gives -0.03719 Ha. For the HOMO energy, the calculation gives -10.27 eV. Its SMILES is O=C(O)C(=O)/C=N\O.

=====

Quick one: most stable of them? *iii*

=====

*i*
Molecular formula: C4H8FNO2
Method: DFT, wB97M-V/def2-TZVPD

Positions of all 16 atoms, in Å:
F1 -1.64018 -2.14892 1.09002
O1 -0.76354 -2.32446 -1.24950
O2 0.39386 -0.58081 -2.11125
N1 0.16534 0.67543 0.18336
C1 0.55782 2.01094 0.23511
C2 -0.68536 0.17589 -0.67038
C3 0.72503 -0.38565 1.02531
C4 -0.41726 -1.16418 -1.36642
H1 1.45243 -0.80116 0.31674
H2 1.01038 2.28064 -0.75946
H3 -0.35054 2.69963 0.22058
H4 1.18796 2.30380 1.05829
H5 -1.19469 0.86754 -1.36763
H6 0.05578 -1.21615 1.20356
H7 -1.53188 -2.34843 0.13449
H8 1.03484 -0.04410 2.05717

The HOMO-LUMO gap comes out at 10.2 eV. Its net charge is 0. For the LUMO energy, the calculation gives 0.00348 Ha. For the HOMO energy, the calculation gives -10.07 eV.

=====

*ii*
Molecular formula: C4H8FNO2
Method: DFT, wB97M-V/def2-TZVPD

Positions of all 16 atoms, in Å:
F1 0.16110 -2.29709 0.49721
O1 0.47441 1.34387 3.21395
O2 1.12085 -0.24042 4.69345
N1 -0.07740 -0.09771 0.37850
C1 0.82880 0.51218 3.91113
C2 -1.42503 0.11605 -0.16674
C3 1.06252 0.13281 -0.61768
C4 0.01924 -1.21089 1.41615
H1 1.06469 -1.21600 1.85704
H2 -1.33331 0.97883 -0.68449
H3 0.84910 0.80898 -1.33359
H4 -2.09873 0.11555 0.58915
H5 1.27037 -0.87925 -0.95241
H6 0.20336 0.69137 0.99526
H7 2.00947 0.43612 0.00627
H8 -1.64812 -0.79081 -0.74558

The HOMO-LUMO gap comes out at 7.6 eV. Its net charge is 0. For the LUMO energy, the calculation gives 0.01658 Ha. For the HOMO energy, the calculation gives -7.15 eV.

=====

*iii*
Molecular formula: C4H8FNO2
Method: DFT, wB97M-V/def2-TZVPD

Positions of all 16 atoms, in Å:
F1 -0.29745 2.02240 -1.65759
O1 -0.95355 -0.30629 -0.16459
O2 0.43875 -2.12631 1.27528
N1 -1.51627 -0.97311 0.96031
C1 0.56056 1.43374 -0.72092
C2 -0.34133 0.84223 0.40075
C3 1.41764 0.37436 -1.39397
C4 -0.76704 -2.02959 1.45594
H1 0.79101 -0.43804 -1.79598
H2 -2.48851 -1.17595 0.75460
H3 2.14427 -0.03681 -0.68857
H4 0.27818 0.48881 1.21986
H5 -1.35578 -2.68449 2.11973
H6 1.97041 0.84064 -2.20824
H7 -1.09593 1.53133 0.79054
H8 1.21504 2.23708 -0.34715

The HOMO-LUMO gap comes out at 11.1 eV. Its net charge is 0. For the LUMO energy, the calculation gives 0.02986 Ha. For the HOMO energy, the calculation gives -10.29 eV. Its SMILES is C[C@@H](F)CONC=O.

=====

Quick one: most stable of them? *i*

=====

*i*
Molecular formula: CH4N6O
Method: DFT, wB97M-V/def2-TZVPD

Positions of all 12 atoms, in Å:
O1 -1.06963 0.94068 -0.38080
N1 0.21002 1.28388 -0.08682
N2 0.71495 -2.33285 -0.47573
N3 1.80264 -0.02055 1.00325
N4 1.22044 -2.80935 0.42023
N5 0.93395 0.55932 0.53016
N6 1.60350 -3.40183 1.34953
C1 -1.79280 1.96816 -1.05971
H1 -2.77123 2.08787 -0.62886
H2 1.98250 -3.00654 2.24062
H3 -1.65952 1.83573 -2.07486
H4 -1.17483 2.89547 -0.83700

The HOMO-LUMO gap comes out at 9.3 eV. Its net charge is 0. For the LUMO energy, the calculation gives 0.01385 Ha. For the HOMO energy, the calculation gives -8.96 eV.

=====

*ii*
Molecular formula: CH4N6O
Method: DFT, wB97M-V/def2-TZVPD

Positions of all 12 atoms, in Å:
O1 0.26738 -1.80923 0.58554
N1 2.27404 -0.45692 -0.03370
N2 -1.88003 -0.43562 -0.08707
N3 -1.01182 0.68498 -0.00022
N4 0.92516 -0.61111 0.21848
N5 1.26946 1.47020 -0.36380
N6 2.42051 0.77283 -0.48623
C1 0.29049 0.57787 -0.01507
H1 -1.91861 -0.71317 1.29698
H2 -0.75876 -1.61628 0.39543
H3 1.20311 2.27958 -1.00480
H4 -3.08092 -0.14313 -0.50554

The HOMO-LUMO gap comes out at 8.2 eV. Its net charge is 0. For the LUMO energy, the calculation gives 0.00616 Ha. For the HOMO energy, the calculation gives -8.04 eV.

=====

*iii*
Molecular formula: CH4N6O
Method: DFT, wB97M-V/def2-TZVPD

Positions of all 12 atoms, in Å:
O1 -0.73339 2.01385 -0.18144
N1 0.49733 -0.94827 -0.08290
N2 1.42149 -0.29656 0.87926
N3 0.44966 -2.39960 -0.20134
N4 -1.46130 -0.01382 -1.28080
N5 -0.29277 0.87066 0.53424
N6 0.94597 0.84567 0.96813
C1 -0.53495 -0.13748 -0.39396
H1 -1.80096 0.92617 -1.45918
H2 -0.60034 -2.61234 -0.08193
H3 -0.68563 2.64890 0.84198
H4 1.24110 -2.65515 -1.20177

The HOMO-LUMO gap comes out at 9.3 eV. Its net charge is 0. For the LUMO energy, the calculation gives 0.00973 Ha. For the HOMO energy, the calculation gives -9.03 eV.

=====

Quick one: most stable of them? *i*